# 1
This record from OMol25 describes a molecular structure, C17H39BBr2F4KN5O5 in a non-equilibrium geometry. The level of theory is ωB97M-V/def2-TZVPD.

Positions of all 74 atoms, in Å:
K1 4.70 12.49 9.35
B1 4.87 11.77 6.21
F1 5.43 10.84 7.10
F2 3.42 11.71 6.39
F3 5.31 13.03 6.60
F4 5.05 11.39 4.91
C1 7.51 8.60 11.97
O1 7.28 8.61 13.22
N1 7.96 9.68 11.31
C2 8.19 9.76 9.86
C3 8.37 10.96 11.95
H1 7.44 7.73 11.31
H2 7.37 9.96 9.17
H3 8.57 8.81 9.47
H4 8.93 10.52 9.61
H5 8.12 10.99 13.01
H6 9.44 11.08 11.78
H7 7.77 11.75 11.49
C4 4.99 6.54 9.21
O2 5.89 6.18 9.90
N2 5.13 6.71 7.88
C5 4.05 7.35 7.18
C6 6.42 6.65 7.16
H8 3.95 6.74 9.52
H9 3.27 7.79 7.80
H10 3.59 6.57 6.56
H11 4.52 8.14 6.60
H12 7.09 6.08 7.80
H13 6.30 6.09 6.23
H14 6.82 7.64 6.97
C7 -0.20 12.07 6.72
O3 -0.87 13.10 6.77
N3 -0.26 10.98 5.95
C8 0.93 10.22 5.66
C9 -1.22 10.82 4.88
H15 0.80 12.03 7.18
H16 1.41 9.89 6.58
H17 1.58 10.71 4.94
H18 0.75 9.18 5.37
H19 -0.75 10.90 3.90
H20 -1.47 9.77 4.95
H21 -1.90 11.65 5.09
C10 8.66 14.42 1.35
O4 9.21 14.26 0.26
N4 8.38 13.42 2.26
C11 7.74 13.70 3.60
C12 8.56 11.99 2.03
H22 8.25 15.40 1.67
H23 7.15 14.61 3.65
H24 8.50 13.89 4.37
H25 7.25 12.81 4.00
H26 7.65 11.39 2.01
H27 9.11 11.84 1.10
H28 9.11 11.52 2.84
C13 4.01 14.13 2.51
O5 4.60 14.68 1.66
N5 2.95 14.72 3.14
C14 2.40 13.97 4.30
C15 2.75 16.18 3.06
H29 4.16 13.12 2.93
H30 1.35 14.26 4.22
H31 2.81 14.29 5.26
H32 2.21 12.91 4.19
H33 2.04 16.37 2.26
H34 2.38 16.58 4.01
H35 3.65 16.74 2.82
Br1 10.33 12.02 5.31
C16 9.52 10.57 6.42
C17 8.33 10.07 5.62
Br2 8.79 8.44 4.54
H36 9.19 11.02 7.36
H37 10.34 9.86 6.50
H38 8.09 10.83 4.88
H39 7.48 9.83 6.27

Computed properties:
Total charge   0
LUMO level   -1.687 eV
Spin multiplicity   1
Max |F|   3.56 eV/A


# 2
This record from OMol25 describes 4 unconnected molecules or ions with the total composition C17H39BO14P4 in a non-equilibrium geometry. The level of theory is ωB97M-V/def2-TZVPD.

Positions of all 75 atoms, in Å:
C1 -1.91 0.85 7.16
C2 -2.70 1.82 6.09
C3 -4.23 1.49 5.54
C4 -5.05 2.48 4.47
C5 -4.21 3.82 3.98
C6 -2.66 4.15 4.52
C7 -1.87 5.50 3.92
P1 -2.20 5.48 2.02
B1 -0.53 5.61 1.03
O1 0.79 5.24 1.57
O2 -0.69 6.08 -0.39
C8 -1.87 3.17 5.58
H1 -2.58 0.64 8.09
H2 -1.75 -0.18 6.60
H3 -0.87 1.36 7.46
H4 -4.80 0.50 5.88
H5 -6.12 2.25 4.06
H6 -4.70 4.56 3.20
H7 -2.41 6.41 4.44
H8 -0.72 5.49 4.20
H9 -2.69 4.15 1.65
H10 0.89 4.24 1.48
H11 -1.59 5.66 -0.65
H12 -0.77 3.42 5.97
C9 -5.68 0.20 1.19
O3 -5.66 1.32 0.33
P2 -4.42 1.25 -0.87
O4 -4.72 2.72 -1.19
O5 -5.37 0.29 -1.82
C10 -6.73 0.64 -2.02
O6 -3.18 1.17 -2.08
C11 -2.69 2.35 -2.69
H13 -6.58 0.24 1.80
H14 -5.68 -0.73 0.61
H15 -4.80 0.22 1.84
H16 -6.92 1.71 -1.88
H17 -7.35 0.07 -1.33
H18 -7.02 0.37 -3.04
H19 -2.30 3.04 -1.93
H20 -3.48 2.82 -3.28
H21 -1.88 2.08 -3.36
C12 -2.34 -3.40 -1.92
O7 -1.22 -2.63 -1.52
P3 0.20 -2.94 -2.47
O8 0.99 -2.14 -1.43
O9 -0.34 -1.90 -3.64
C13 -0.86 -0.64 -3.27
O10 1.61 -3.24 -3.41
C14 2.90 -2.96 -2.89
H22 -3.22 -3.03 -1.40
H23 -2.50 -3.31 -3.00
H24 -2.18 -4.45 -1.66
H25 -0.48 -0.29 -2.31
H26 -1.95 -0.70 -3.23
H27 -0.58 0.09 -4.04
H28 3.06 -3.52 -1.96
H29 3.03 -1.89 -2.74
H30 3.64 -3.29 -3.62
C15 7.06 -1.38 -2.11
O11 6.89 -2.79 -2.05
P4 8.26 -3.68 -2.60
O12 7.39 -4.94 -2.57
O13 8.99 -3.50 -1.13
C16 8.25 -3.74 0.05
O14 9.64 -4.57 -3.15
C17 9.50 -5.90 -3.61
H31 6.23 -0.90 -1.59
H32 8.00 -1.09 -1.63
H33 7.06 -1.07 -3.16
H34 7.40 -4.41 -0.11
H35 7.89 -2.78 0.44
H36 8.91 -4.19 0.80
H37 8.79 -5.94 -4.44
H38 9.20 -6.56 -2.79
H39 10.48 -6.24 -3.97

Computed properties:
Total charge   0
LUMO level   -2.989 eV
SMILES   Cc1cccc(CPB(O)O)c1.COP(=O)(OC)OC.COP(=O)(OC)OC.COP(=O)(OC)OC
Spin multiplicity   1
Max |F|   10.69 eV/A


# 3
This record from OMol25 describes 3 unconnected molecules or ions with the total composition C17H39BrN2O4 in a non-equilibrium geometry. The level of theory is ωB97M-V/def2-TZVPD.

Positions of all 63 atoms, in Å:
C1 -2.44 3.57 -0.45
C2 -2.69 2.05 -0.41
O1 -1.51 1.26 -0.38
C3 -0.62 1.60 0.66
C4 0.69 2.12 0.06
O2 1.01 1.37 -1.11
C5 0.83 2.02 -2.27
O3 0.14 2.98 -2.47
O4 1.64 1.43 -3.22
Br1 0.68 0.98 -4.71
H1 -2.70 4.00 0.51
H2 -1.40 3.79 -0.62
H3 -3.05 4.04 -1.21
H4 -3.21 1.76 -1.32
H5 -3.36 1.79 0.40
H6 -1.04 2.27 1.40
H7 -0.38 0.67 1.18
H8 1.48 1.91 0.77
H9 0.70 3.19 -0.12
C6 -3.05 -1.00 1.93
C7 -3.99 -1.28 3.09
N1 -5.20 -0.47 3.04
C8 -5.97 -0.51 4.27
C9 -6.59 -1.85 4.68
C10 -5.96 -0.54 1.81
C11 -6.46 -1.91 1.35
H10 -2.80 0.06 1.87
H11 -2.12 -1.55 2.06
H12 -3.47 -1.30 0.97
H13 -3.47 -1.05 4.02
H14 -4.21 -2.36 3.11
H15 -6.76 0.24 4.21
H16 -5.31 -0.18 5.08
H17 -7.46 -2.10 4.08
H18 -6.93 -1.79 5.72
H19 -5.88 -2.68 4.62
H20 -5.34 -0.12 1.01
H21 -6.80 0.15 1.90
H22 -5.69 -2.68 1.44
H23 -6.76 -1.86 0.30
H24 -7.34 -2.24 1.91
C12 3.65 -0.72 -1.55
C13 4.96 0.01 -1.80
N2 6.13 -0.77 -1.44
C14 7.35 0.01 -1.40
C15 7.86 0.62 -2.72
C16 6.22 -2.08 -2.06
C17 6.23 -2.16 -3.59
H25 3.58 -1.06 -0.51
H26 2.81 -0.04 -1.74
H27 3.52 -1.58 -2.21
H28 4.97 0.91 -1.19
H29 4.98 0.34 -2.85
H30 8.14 -0.61 -0.97
H31 7.20 0.82 -0.69
H32 8.30 -0.13 -3.37
H33 8.64 1.35 -2.50
H34 7.07 1.13 -3.27
H35 5.39 -2.69 -1.69
H36 7.12 -2.57 -1.67
H37 5.46 -1.51 -4.03
H38 6.02 -3.18 -3.90
H39 7.19 -1.88 -4.01

Computed properties:
Total charge   0
LUMO level   -0.812 eV
SMILES   CCOCCOC(=O)OBr.CCN(CC)CC.CCN(CC)CC
Spin multiplicity   1
Max |F|   1.16 eV/A


# 4
This record from OMol25 describes a molecular structure, C17H39ClGaN2OS2 in a non-equilibrium geometry. The level of theory is ωB97M-V/def2-TZVPD.

Positions of all 63 atoms, in Å:
C1 5.45 2.06 1.14
C2 5.29 0.61 0.54
C3 4.77 0.63 -0.92
C4 3.31 1.23 -1.06
N1 2.46 0.31 -1.80
C5 1.21 0.92 -2.35
C6 0.73 2.22 -1.66
C7 0.22 2.04 -0.17
C8 -1.30 2.39 0.03
Ga1 -2.43 0.78 0.73
N2 -4.24 1.08 0.06
C9 -1.63 -1.04 0.13
C10 -2.54 -1.66 -0.99
C11 -2.38 -0.74 -2.25
Cl1 -2.04 -3.39 -1.34
C12 2.25 -0.91 -1.12
S1 2.31 -1.17 0.51
S2 1.88 -2.34 -2.22
C13 3.07 -3.66 -1.80
C14 2.38 -4.95 -1.24
C15 1.41 -4.70 -0.05
H1 6.27 2.07 1.88
H2 4.52 2.29 1.69
H3 5.63 2.81 0.34
H4 4.63 0.07 1.23
H5 6.28 0.09 0.59
H6 4.85 -0.37 -1.39
H7 5.47 1.29 -1.49
H8 3.45 2.20 -1.56
H9 2.97 1.46 -0.03
H10 0.43 0.14 -2.32
H11 1.39 1.11 -3.43
H12 -0.16 2.56 -2.22
H13 1.45 3.06 -1.76
H14 0.80 2.79 0.42
H15 0.53 1.05 0.21
H16 -1.77 2.88 -0.85
H17 -1.34 3.13 0.86
H18 -2.50 0.87 2.35
H19 -4.94 0.89 0.77
H20 -4.38 0.46 -0.73
H21 -1.52 -1.72 1.00
H22 -0.64 -0.88 -0.34
H23 -3.58 -1.63 -0.63
H24 -1.85 0.21 -2.02
H25 -3.39 -0.46 -2.60
H26 -1.81 -1.27 -3.03
H27 3.85 -3.33 -1.09
H28 3.59 -3.93 -2.75
H29 3.20 -5.60 -0.86
H30 1.88 -5.53 -2.03
H31 0.60 -5.45 -0.09
H32 1.91 -4.81 0.93
H33 0.92 -3.71 -0.06
C16 -6.59 2.70 4.31
C17 -6.04 1.73 3.28
O1 -5.70 0.49 3.90
H34 -5.86 2.87 5.10
H35 -6.85 3.66 3.85
H36 -7.49 2.29 4.79
H37 -5.14 2.13 2.82
H38 -6.77 1.54 2.49
H39 -6.50 0.13 4.29

Computed properties:
Total charge   -1
LUMO level   2.306 eV
Spin multiplicity   1
Max |F|   2.68 eV/A


# 5
This record from OMol25 describes 7 unconnected molecules or ions with the total composition C17H39F6N7O9S2 in a non-equilibrium geometry. The level of theory is ωB97M-V/def2-TZVPD.

Positions of all 80 atoms, in Å:
N1 19.41 34.86 -4.28
H1 20.29 34.51 -3.88
H2 19.04 34.16 -4.97
H3 19.44 35.77 -4.76
H4 18.72 35.04 -3.53
C1 20.17 30.80 -5.24
F1 20.74 31.39 -4.20
F2 20.97 29.82 -5.66
F3 18.99 30.31 -4.92
S1 20.03 32.10 -6.68
O1 21.14 33.00 -6.54
O2 20.00 31.38 -7.95
N2 18.62 32.97 -6.15
S2 17.51 32.48 -7.12
O3 17.52 33.11 -8.42
O4 17.25 31.05 -7.09
C2 15.93 33.19 -6.29
F4 15.95 33.00 -4.98
F5 15.81 34.50 -6.59
F6 14.86 32.62 -6.83
C3 23.21 32.47 -1.95
C4 22.30 33.69 -1.91
O5 21.49 33.88 -2.80
N3 22.41 34.52 -0.84
C5 21.59 35.68 -0.55
H5 23.65 32.35 -2.94
H6 22.65 31.57 -1.72
H7 23.97 32.56 -1.17
H8 23.09 34.23 -0.16
H9 22.05 36.54 -1.04
H10 21.52 35.91 0.51
H11 20.57 35.53 -0.91
C6 14.96 36.07 -3.54
C7 16.27 36.20 -2.79
O6 17.07 35.26 -2.78
N4 16.52 37.38 -2.21
C8 17.73 37.61 -1.42
H12 15.11 36.14 -4.62
H13 14.34 36.89 -3.17
H14 14.44 35.13 -3.34
H15 15.82 38.09 -2.29
H16 17.50 37.52 -0.36
H17 18.11 38.60 -1.67
H18 18.58 36.99 -1.71
C9 20.85 38.89 -3.88
C10 19.69 38.68 -4.80
O7 19.40 37.53 -5.18
N5 18.94 39.73 -5.15
C11 17.72 39.62 -5.92
H19 21.74 38.34 -4.15
H20 20.51 38.60 -2.89
H21 21.11 39.95 -3.81
H22 19.14 40.63 -4.76
H23 16.85 39.39 -5.30
H24 17.80 38.92 -6.75
H25 17.51 40.60 -6.37
C12 23.34 33.61 -9.79
C13 22.76 34.96 -9.49
O8 22.90 35.90 -10.27
N6 21.97 35.01 -8.40
C14 21.28 36.23 -8.05
H26 22.63 32.81 -9.61
H27 24.16 33.38 -9.10
H28 23.71 33.55 -10.81
H29 21.76 34.17 -7.88
H30 22.00 36.93 -7.61
H31 20.61 36.07 -7.21
H32 20.82 36.72 -8.90
C15 14.97 30.72 -1.33
C16 15.20 32.22 -1.36
O9 14.26 32.98 -1.12
N7 16.41 32.68 -1.71
C17 17.51 31.88 -2.23
H33 15.06 30.33 -2.35
H34 14.01 30.47 -0.91
H35 15.76 30.31 -0.70
H36 16.47 33.69 -1.74
H37 17.85 31.19 -1.46
H38 18.33 32.52 -2.56
H39 17.17 31.33 -3.11

Computed properties:
Total charge   0
LUMO level   -0.262 eV
Spin multiplicity   1
Max |F|   4.17 eV/A
Relative energy (zero: lowest compared OMol25 entry of this formula, charge and spin)   20.1 kcal/mol


# 6
This record from OMol25 describes a molecular structure, C17H39OP3PbSe in a non-equilibrium geometry. The level of theory is ωB97M-V/def2-TZVPD.

Positions of all 62 atoms, in Å:
Pb1 -0.41 -0.02 -0.84
P1 -3.24 -0.14 -0.86
P2 0.06 -2.83 -0.53
P3 -0.16 2.81 -0.62
H1 3.58 -0.96 -2.23
C1 3.94 0.04 -1.94
C2 4.58 0.25 -0.78
H2 4.91 -0.58 -0.15
C3 -3.87 -0.20 -2.57
C4 -4.10 -1.57 -0.12
C5 -4.21 1.24 -0.17
C6 1.83 -3.28 -0.42
C7 -0.70 -3.90 0.74
C8 -0.47 -3.61 -2.10
C9 1.57 3.38 -0.54
C10 -0.99 3.83 0.64
C11 -0.76 3.54 -2.19
H3 3.71 0.87 -2.62
H4 4.87 1.26 -0.47
H5 -4.97 -0.29 -2.54
H6 -3.44 -1.06 -3.09
H7 -3.59 0.72 -3.10
H8 -5.17 -1.52 -0.38
H9 -3.98 -1.54 0.97
H10 -3.67 -2.50 -0.50
H11 -5.27 1.08 -0.38
H12 -3.87 2.19 -0.62
H13 -4.05 1.29 0.92
H14 2.01 -4.22 -0.96
H15 2.10 -3.39 0.63
H16 2.45 -2.48 -0.86
H17 -0.76 -4.94 0.38
H18 -1.71 -3.54 0.97
H19 -0.09 -3.87 1.65
H20 -0.14 -4.66 -2.11
H21 -0.04 -3.06 -2.95
H22 -1.57 -3.57 -2.18
H23 1.68 4.35 -1.04
H24 2.23 2.64 -1.02
H25 1.87 3.47 0.51
H26 -1.01 4.88 0.33
H27 -0.44 3.75 1.59
H28 -2.01 3.48 0.79
H29 -0.48 4.60 -2.22
H30 -1.85 3.44 -2.24
H31 -0.32 3.00 -3.04
C12 1.32 0.04 -5.34
C13 2.67 -0.26 -5.19
C14 3.55 -0.15 -6.27
C15 3.07 0.18 -7.54
C16 1.70 0.42 -7.72
C17 0.83 0.39 -6.62
Se1 0.08 -0.03 -3.79
H32 1.14 0.40 -2.75
H33 3.05 -0.54 -4.20
H34 4.62 -0.31 -6.11
H35 3.76 0.24 -8.39
H36 1.31 0.65 -8.71
H37 -0.23 0.64 -6.74
O1 -0.64 -0.02 1.93
H38 -0.45 -0.79 2.48
H39 -0.36 0.74 2.47

Computed properties:
Total charge   +4
LUMO level (alpha / beta)   -14.988 / -15.306 eV
Spin multiplicity   1
Max |F|   2.49 eV/A
Relative energy (zero: lowest compared OMol25 entry of this formula, charge and spin)   4.4 kcal/mol


# 7
This record from OMol25 describes 2 unconnected molecules or ions with the total composition C17H40BBrIN2O6P3 in a non-equilibrium geometry. The level of theory is ωB97M-V/def2-TZVPD.

Positions of all 71 atoms, in Å:
C1 5.97 -1.35 0.76
C2 4.44 -1.51 0.88
C3 3.74 -1.20 -0.44
C4 2.23 -1.38 -0.42
N1 1.55 -0.07 -0.32
C5 0.32 0.12 0.44
P1 0.73 0.11 2.31
O1 1.65 -1.26 2.60
Br1 -1.10 -0.53 3.40
O2 0.06 1.49 0.38
B1 -1.41 1.82 0.26
C6 -1.63 2.85 -1.01
C7 -3.00 3.39 -1.29
O3 -3.19 4.58 -1.46
N2 -4.08 2.48 -1.31
C8 -4.14 1.76 -2.58
C9 -5.35 3.15 -1.05
C10 -1.91 2.47 1.69
I1 -3.92 1.86 2.24
C11 -1.83 4.00 1.76
C12 -0.38 4.44 1.95
O4 -1.99 0.45 -0.02
C13 -0.97 -0.47 -0.25
P2 -0.57 -0.48 -2.07
O5 0.00 -1.75 -2.62
P3 -1.71 -2.14 0.22
C14 -0.42 -3.41 0.48
C15 -1.11 -4.72 0.90
C16 -2.66 -2.71 -1.27
C17 -2.11 -3.89 -2.09
H1 6.38 -0.90 1.67
H2 6.46 -2.31 0.55
H3 6.20 -0.67 -0.08
H4 4.07 -0.85 1.67
H5 4.21 -2.54 1.16
H6 4.18 -1.84 -1.22
H7 3.98 -0.17 -0.74
H8 1.93 -2.05 0.38
H9 1.91 -1.85 -1.36
H10 2.21 0.63 0.02
H11 1.15 -1.89 3.13
H12 -1.03 3.75 -0.85
H13 -1.24 2.39 -1.93
H14 -5.08 1.21 -2.62
H15 -4.12 2.45 -3.44
H16 -3.34 1.04 -2.65
H17 -6.09 2.39 -0.78
H18 -5.70 3.74 -1.90
H19 -5.25 3.83 -0.20
H20 -1.31 2.08 2.51
H21 -2.41 4.36 2.62
H22 -2.28 4.48 0.89
H23 -0.10 4.37 3.01
H24 0.31 3.84 1.37
H25 -0.26 5.50 1.67
H26 0.23 0.64 -2.37
H27 -1.80 -0.14 -2.64
H28 0.25 -3.59 -0.37
H29 0.16 -3.04 1.32
H30 -0.58 -5.59 0.50
H31 -1.14 -4.81 1.99
H32 -2.14 -4.78 0.56
H33 -2.81 -1.87 -1.94
H34 -3.66 -2.96 -0.90
H35 -2.22 -3.71 -3.16
H36 -1.06 -4.09 -1.90
H37 -2.66 -4.81 -1.87
O6 8.68 -0.02 1.43
H38 8.81 -0.61 0.65
H39 9.23 0.78 1.42
H40 8.73 -0.51 2.27

Computed properties:
Total charge   0
LUMO level   -3.969 eV
Spin multiplicity   1
Max |F|   1.40 eV/A


What did the fourth record say?
This record from OMol25 describes a molecular structure, C17H39ClGaN2OS2 in a non-equilibrium geometry. The level of theory is ωB97M-V/def2-TZVPD.

Positions of all 63 atoms, in Å:
C1 5.45 2.06 1.14
C2 5.29 0.61 0.54
C3 4.77 0.63 -0.92
C4 3.31 1.23 -1.06
N1 2.46 0.31 -1.80
C5 1.21 0.92 -2.35
C6 0.73 2.22 -1.66
C7 0.22 2.04 -0.17
C8 -1.30 2.39 0.03
Ga1 -2.43 0.78 0.73
N2 -4.24 1.08 0.06
C9 -1.63 -1.04 0.13
C10 -2.54 -1.66 -0.99
C11 -2.38 -0.74 -2.25
Cl1 -2.04 -3.39 -1.34
C12 2.25 -0.91 -1.12
S1 2.31 -1.17 0.51
S2 1.88 -2.34 -2.22
C13 3.07 -3.66 -1.80
C14 2.38 -4.95 -1.24
C15 1.41 -4.70 -0.05
H1 6.27 2.07 1.88
H2 4.52 2.29 1.69
H3 5.63 2.81 0.34
H4 4.63 0.07 1.23
H5 6.28 0.09 0.59
H6 4.85 -0.37 -1.39
H7 5.47 1.29 -1.49
H8 3.45 2.20 -1.56
H9 2.97 1.46 -0.03
H10 0.43 0.14 -2.32
H11 1.39 1.11 -3.43
H12 -0.16 2.56 -2.22
H13 1.45 3.06 -1.76
H14 0.80 2.79 0.42
H15 0.53 1.05 0.21
H16 -1.77 2.88 -0.85
H17 -1.34 3.13 0.86
H18 -2.50 0.87 2.35
H19 -4.94 0.89 0.77
H20 -4.38 0.46 -0.73
H21 -1.52 -1.72 1.00
H22 -0.64 -0.88 -0.34
H23 -3.58 -1.63 -0.63
H24 -1.85 0.21 -2.02
H25 -3.39 -0.46 -2.60
H26 -1.81 -1.27 -3.03
H27 3.85 -3.33 -1.09
H28 3.59 -3.93 -2.75
H29 3.20 -5.60 -0.86
H30 1.88 -5.53 -2.03
H31 0.60 -5.45 -0.09
H32 1.91 -4.81 0.93
H33 0.92 -3.71 -0.06
C16 -6.59 2.70 4.31
C17 -6.04 1.73 3.28
O1 -5.70 0.49 3.90
H34 -5.86 2.87 5.10
H35 -6.85 3.66 3.85
H36 -7.49 2.29 4.79
H37 -5.14 2.13 2.82
H38 -6.77 1.54 2.49
H39 -6.50 0.13 4.29

Computed properties:
Total charge   -1
LUMO level   2.306 eV
Spin multiplicity   1
Max |F|   2.68 eV/A


- Among the records above, which one has the lowest max |F|?
  C17H39BrN2O4


- spin multiplicity of number 6 (C17H39OP3PbSe)?
  1


- Number 6 is which compound?
  C17H39OP3PbSe